(1)
This record from OMol25 describes a molecular structure, C15H15N7O2RuS2. The level of theory is ωB97M-V/def2-TZVPD.

Last column: Mulliken spin population.
Positions of all 42 atoms, in Å:
C: 0.06470 3.38612 2.80283  0.19
H: 0.33576 3.58427 3.83038  0.01
C: -0.86501 -0.21073 -4.14012  0.01
H: -0.36343 -3.53785 4.40116  -0.01
N: -1.70252 -1.04287 -3.45626  0.00
H: 0.34604 1.00762 4.26247  0.00
N: -0.06928 -0.30124 2.59406  0.35
N: -0.16293 -1.34934 3.38372  0.40
N: -0.41295 1.75637 1.06100  0.18
O: -2.38289 -1.91996 -1.47910  0.03
N: 1.88153 -1.01409 0.53081  0.08
C: -2.72411 -1.83394 -4.13942  0.00
H: -0.71222 4.86622 -0.13145  0.01
H: -0.05415 5.43404 2.22047  0.00
C: -0.57517 -2.45166 2.70106  0.09
H: -1.01999 -0.18581 -5.21027  0.00
H: -2.64921 -1.64020 -5.20585  0.00
H: 1.64002 -3.02213 -0.03841  0.00
N: -0.68850 -0.38958 -1.43765  0.01
H: 5.10658 -0.19057 0.51459  0.00
C: -0.07338 2.04111 2.37870  0.12
H: -3.71422 -1.55889 -3.78224  0.00
N: -0.61484 -3.56670 3.42521  0.20
Ru: -0.34462 -0.34637 0.56664  2.60
C: 2.92605 -0.14009 0.70237  0.00
C: 2.30297 -2.19095 0.15150  0.00
S: -1.15833 -2.44903 1.06161  0.12
H: -0.94435 -4.42916 3.02483  0.00
C: 4.14564 -0.67216 0.45659  0.00
S: 3.98492 -2.30706 -0.01546  0.01
C: 0.21005 0.42450 -2.10797  0.02
C: -0.15393 4.40348 1.90922  -0.03
H: -0.90775 2.49192 -0.78520  0.01
C: 0.08669 0.52586 -3.53926  -0.01
H: -2.56935 -2.89289 -3.94554  0.00
C: -0.63208 2.76035 0.22444  0.00
C: 0.10775 0.95534 3.21068  0.33
H: 0.74901 1.16997 -4.09325  0.00
H: 2.72458 0.88066 0.98759  0.00
C: -1.63174 -1.17347 -2.07448  0.00
O: 1.03161 1.03513 -1.41699  0.05
C: -0.51696 4.09379 0.59697  0.22

Calculated values
HOMO energy (spin up / spin down): -9.62 / -11.43 eV
ΔE to the lowest compared entry with this formula, charge and spin: 0.0911 eV
lowest unoccupied orbital energy (spin up / spin down): -2.61 / -5.59 eV
electronic energy: -54569.91904 eV
net charge: +1
spin multiplicity: 6
strongest force on any atom: 0.61 eV/A

***

(2)
This record from OMol25 describes a single C15H15NO3S molecule. The level of theory is ωB97M-V/def2-TZVPD.

Last column: natural (NBO) charge in e.
Positions of all 35 atoms, in Å:
C: 1.24160 -0.13357 1.88530  -0.18
H: -0.71928 -4.61167 -0.49510  0.20
H: -0.16230 -0.35545 -0.10379  0.42
H: -0.06448 0.26581 -2.39602  0.21
C: -3.13868 3.41500 0.67541  -0.38
C: -2.55456 4.40889 1.40114  -0.27
H: 1.68488 -4.79640 -1.14039  0.20
C: 1.59487 -0.96330 0.64405  0.66
C: 1.30503 -3.87245 -0.70052  -0.44
O: 0.11488 0.70010 1.65770  -0.53
O: 1.11386 2.45224 2.67915  -0.57
C: 0.98713 -2.90309 -1.80142  -0.01
H: 2.08380 -3.46142 -0.05741  0.25
H: 2.10544 0.47562 2.17203  0.24
C: -1.33040 4.01357 1.96698  -0.17
H: -2.98372 5.38659 1.52428  0.23
H: -0.32425 -3.30017 0.61698  0.20
H: -0.70200 4.63872 2.57436  0.24
C: 0.22377 -1.21660 -3.91036  -0.21
C: 0.61358 -2.51958 -4.16800  -0.21
N: 0.59821 -1.00517 -0.26468  -0.62
H: -4.06684 3.44623 0.13959  0.24
H: 1.01692 -0.82234 2.70792  0.21
S: -2.21379 1.97428 0.66867  0.47
C: 0.18691 1.98546 2.06928  0.77
C: 0.98060 -3.34343 -3.12110  -0.19
C: 0.62868 -1.57466 -1.56007  0.13
H: 0.61932 -2.89557 -5.17998  0.21
C: 0.06403 -4.19400 0.13497  -0.60
C: -1.00562 2.71718 1.66315  -0.36
H: -0.08042 -0.56496 -4.71544  0.21
O: 2.66292 -1.52520 0.56083  -0.60
H: 0.31153 -4.91972 0.90597  0.21
C: 0.23220 -0.75179 -2.61062  -0.21
H: 1.26231 -4.36630 -3.32580  0.21

Calculated values
HOMO energy: -8.87 eV
ΔE to the lowest compared entry with this formula, charge and spin: 0.3016 eV
lowest unoccupied orbital energy: -0.01 eV
electronic energy: -34266.98163 eV
structure (SMILES): CCc1ccccc1NC(=O)COC(=O)c1cccs1
strongest force on any atom: 0.76 eV/A

***

(3)
This record from OMol25 describes a molecular structure, C15H16AlIN5OSSe in a non-equilibrium geometry. The level of theory is ωB97M-V/def2-TZVPD.

Last column: natural (NBO) charge in e.
Positions of all 41 atoms, in Å:
H: -0.12012 -3.27655 -1.00013  0.22
H: -1.51573 -1.45473 1.56438  0.44
N: 3.29837 2.64601 -1.80749  -0.75
H: -3.23740 -0.83551 -2.06859  0.27
H: 3.84173 -3.74199 1.76418  0.25
C: -2.71881 4.10061 -0.15345  -0.21
N: 2.81651 -0.19869 0.11157  -0.31
C: -2.12661 -0.78467 -0.23119  0.70
N: -2.33857 -1.26568 0.96501  -0.73
Se: 0.30505 1.07283 1.83336  -0.23
C: 2.77713 1.50950 -1.30431  0.30
Al: 0.84804 -0.42105 -0.24667  1.51
I: -5.25959 -0.96129 -0.14375  0.11
H: 4.18441 2.90513 -1.39757  0.42
C: -0.88428 2.31125 0.95375  -0.17
H: 2.94334 3.13496 -2.63045  0.43
N: 3.37365 0.98247 -0.23051  -0.38
O: -0.92860 -0.72272 -0.72563  -0.80
H: -0.96306 4.90223 -1.13915  0.22
H: -4.22489 3.07307 0.75419  0.22
C: -2.24647 2.22000 1.29038  -0.26
C: -0.49542 3.21715 0.00881  -0.24
H: -3.29753 -1.37747 1.31319  0.44
C: 2.52018 -2.37817 0.73648  0.21
H: 4.29541 -1.14445 1.32446  0.24
C: -3.15834 3.07105 0.66920  -0.21
H: 2.47940 -5.76524 1.32540  0.25
H: -3.37502 4.81678 -0.56024  0.22
S: 1.35573 0.88287 -1.96541  -0.23
C: 0.66271 -3.42505 -0.28791  0.09
H: -2.58885 1.35642 1.85237  0.21
H: 0.50860 3.17276 -0.40337  0.22
C: 2.16372 -4.78428 0.95180  -0.09
N: 1.32451 -2.26562 -0.03168  -0.64
C: -1.37097 4.16142 -0.47193  -0.19
C: 3.37954 -1.23664 0.70474  -0.01
H: 0.47682 -5.48428 -0.28485  0.25
C: -3.26319 -0.39953 -1.08980  -0.56
H: -3.35208 0.67896 -1.33727  0.29
C: 1.05622 -4.64633 0.11205  -0.26
C: 2.85444 -3.64554 1.27605  -0.22

Calculated values
HOMO energy: -10.59 eV
ΔE to the lowest compared entry with this formula, charge and spin: 0.0000 eV
lowest unoccupied orbital energy: -4.57 eV
electronic energy: -116189.65016 eV
net charge: +1
strongest force on any atom: 3.32 eV/A

***

Copy entry 3 word for word.
This record from OMol25 describes a molecular structure, C15H16AlIN5OSSe in a non-equilibrium geometry. The level of theory is ωB97M-V/def2-TZVPD.

Last column: natural (NBO) charge in e.
Positions of all 41 atoms, in Å:
H: -0.12012 -3.27655 -1.00013  0.22
H: -1.51573 -1.45473 1.56438  0.44
N: 3.29837 2.64601 -1.80749  -0.75
H: -3.23740 -0.83551 -2.06859  0.27
H: 3.84173 -3.74199 1.76418  0.25
C: -2.71881 4.10061 -0.15345  -0.21
N: 2.81651 -0.19869 0.11157  -0.31
C: -2.12661 -0.78467 -0.23119  0.70
N: -2.33857 -1.26568 0.96501  -0.73
Se: 0.30505 1.07283 1.83336  -0.23
C: 2.77713 1.50950 -1.30431  0.30
Al: 0.84804 -0.42105 -0.24667  1.51
I: -5.25959 -0.96129 -0.14375  0.11
H: 4.18441 2.90513 -1.39757  0.42
C: -0.88428 2.31125 0.95375  -0.17
H: 2.94334 3.13496 -2.63045  0.43
N: 3.37365 0.98247 -0.23051  -0.38
O: -0.92860 -0.72272 -0.72563  -0.80
H: -0.96306 4.90223 -1.13915  0.22
H: -4.22489 3.07307 0.75419  0.22
C: -2.24647 2.22000 1.29038  -0.26
C: -0.49542 3.21715 0.00881  -0.24
H: -3.29753 -1.37747 1.31319  0.44
C: 2.52018 -2.37817 0.73648  0.21
H: 4.29541 -1.14445 1.32446  0.24
C: -3.15834 3.07105 0.66920  -0.21
H: 2.47940 -5.76524 1.32540  0.25
H: -3.37502 4.81678 -0.56024  0.22
S: 1.35573 0.88287 -1.96541  -0.23
C: 0.66271 -3.42505 -0.28791  0.09
H: -2.58885 1.35642 1.85237  0.21
H: 0.50860 3.17276 -0.40337  0.22
C: 2.16372 -4.78428 0.95180  -0.09
N: 1.32451 -2.26562 -0.03168  -0.64
C: -1.37097 4.16142 -0.47193  -0.19
C: 3.37954 -1.23664 0.70474  -0.01
H: 0.47682 -5.48428 -0.28485  0.25
C: -3.26319 -0.39953 -1.08980  -0.56
H: -3.35208 0.67896 -1.33727  0.29
C: 1.05622 -4.64633 0.11205  -0.26
C: 2.85444 -3.64554 1.27605  -0.22

Calculated values
HOMO energy: -10.59 eV
ΔE to the lowest compared entry with this formula, charge and spin: 0.0000 eV
lowest unoccupied orbital energy: -4.57 eV
electronic energy: -116189.65016 eV
net charge: +1
strongest force on any atom: 3.32 eV/A